Density functional theory data (wB97M-V/def2-TZVPD) for a molecular structure, C25H42AlO10.

Computed properties:
orbital gap: 5.72 eV
total charge: -1
E_HOMO: -3.926 eV

XYZ file:
```
78
Properties=species:S:1:pos:R:3:mulliken_charge:R:1
C 2.6257 -1.6044 0.6241 -0.55
C 1.8397 -0.6667 0.0154 -0.14
C 1.4837 0.5739 0.7338 0.82
O 1.2931 0.5685 1.9304 -0.54
O 1.3685 1.7198 -0.0212 -0.43
C 0.0035 2.0585 -0.3879 -0.85
C -0.6195 3.0541 0.5771 0.00
C -1.3048 2.4696 1.8181 -1.33
C -2.0883 1.1816 1.5784 -0.34
C -3.1866 1.3082 0.5145 -0.21
C -4.3407 0.3291 0.8269 -1.31
Al -3.6898 -1.6181 0.7689 0.11
H 3.6475 -1.3744 0.9128 0.13
H 2.2925 -2.6168 0.8300 0.29
H 1.4892 -0.8132 -1.0001 0.20
H -0.5975 1.1687 -0.5573 0.60
H 0.0992 2.5524 -1.3543 0.29
H -1.3002 3.7219 0.0533 0.51
H 0.2040 3.6802 0.9226 -0.20
H -0.6108 2.3422 2.6458 0.29
H -2.0296 3.2150 2.1599 0.56
H -2.5555 0.8304 2.4929 0.65
H -1.3853 0.4235 1.2396 -0.14
H -2.8196 1.0713 -0.4875 0.26
H -3.5776 2.3346 0.4648 0.26
H -4.6961 0.5185 1.8429 0.39
H -5.1371 0.4146 0.0865 0.43
H -3.2228 -1.9961 -0.7473 -0.23
H -4.8899 -2.6307 1.1551 -0.24
H -2.4844 -1.8898 1.8290 -0.31
O 1.0541 6.1368 1.8658 -0.53
C 2.0916 6.2443 1.2915 0.46
O 2.6238 7.4464 0.9357 -0.38
C 3.8184 7.2455 0.1645 -0.40
C 4.3050 5.8482 0.5286 -0.59
C 2.9917 5.1214 0.8110 -0.24
H 3.5640 7.3319 -0.8947 0.25
H 4.5355 8.0233 0.4177 0.32
H 4.9110 5.3889 -0.2500 0.33
H 4.9045 5.8918 1.4392 0.28
H 2.5556 4.6895 -0.0908 0.14
H 3.0860 4.3551 1.5742 0.38
O -0.1777 -2.2173 -2.4806 -0.48
C 0.3016 -2.2423 -3.5666 0.45
O 1.2640 -3.1391 -3.9408 -0.37
C 1.7168 -2.8511 -5.2698 -0.43
C 0.5896 -2.0575 -5.9195 -0.50
C 0.0037 -1.3073 -4.7253 -0.39
H 2.6431 -2.2741 -5.2031 0.26
H 1.9237 -3.7885 -5.7821 0.30
H 0.9301 -1.4140 -6.7290 0.33
H -0.1572 -2.7416 -6.3248 0.26
H 0.5130 -0.3594 -4.5449 0.24
H -1.0657 -1.1419 -4.8124 0.32
O 8.6271 0.4210 1.0220 -0.57
C 8.0710 -0.5126 1.5166 0.31
O 8.7345 -1.4835 2.1934 -0.35
C 7.8242 -2.5272 2.5831 -0.39
C 6.4473 -1.8780 2.5867 -0.48
C 6.5893 -0.8372 1.4781 -0.25
H 7.8990 -3.3384 1.8555 0.26
H 8.1178 -2.9037 3.5599 0.31
H 5.6373 -2.5877 2.4320 0.33
H 6.2754 -1.3771 3.5399 0.26
H 6.3494 -1.2490 0.4964 0.24
H 5.9949 0.0523 1.6651 0.33
O -6.8482 -2.4836 -0.7563 -0.51
C -7.4780 -3.3223 -0.1988 0.42
O -6.9291 -4.3464 0.5054 -0.24
C -7.9421 -5.2424 0.9607 -0.43
C -9.2320 -4.4312 0.9705 -0.49
C -8.9965 -3.4657 -0.1870 -0.42
H -7.9943 -6.0897 0.2696 0.25
H -7.6669 -5.6109 1.9470 0.30
H -10.1271 -5.0448 0.8700 0.31
H -9.3100 -3.8726 1.9043 0.27
H -9.3125 -3.8855 -1.1434 0.25
H -9.4678 -2.4996 -0.0316 0.28
```